Density functional theory data (wB97M-V/def2-TZVPD) for a structure of composition C17H13CuN5O4S3 at a distorted geometry.

For the HOMO energy, the calculation gives -5.26 eV. The spin multiplicity is 1. The gap between HOMO and LUMO comes out at 7.559 eV. As for the total charge: -1.

Each line ends with the Löwdin charge.
Geometry (Å):
1 Cu -1.092 1.547 0.884  0.21
2 N 6.304 -0.964 -3.085  0.06
3 C 5.650 -0.058 -2.169  -0.33
4 C 6.013 -0.079 -0.817  -0.02
5 C 5.369 0.835 0.069  -0.03
6 C 4.320 1.624 -0.475  -0.33
7 C 4.010 1.647 -1.817  -0.05
8 C 4.697 0.782 -2.664  -0.05
9 S 3.303 2.511 0.614  0.60
10 O 3.127 3.859 0.069  -0.36
11 O 3.799 2.459 1.995  -0.34
12 N 1.804 1.861 0.547  -0.08
13 C 1.650 0.588 0.898  -0.46
14 N 2.669 -0.295 0.929  0.12
15 C 2.460 -1.497 1.340  -0.17
16 C 1.196 -1.977 1.628  -0.07
17 C 0.150 -1.076 1.427  -0.14
18 N 0.346 0.171 1.091  0.02
19 H 6.754 -1.762 -2.637  0.08
20 H 5.732 -1.069 -3.928  0.08
21 H 6.685 -0.835 -0.469  0.09
22 H 5.413 0.714 1.102  0.08
23 H 3.237 2.328 -2.234  0.13
24 H 4.580 0.693 -3.725  0.10
25 H 3.375 -2.138 1.322  0.12
26 H 1.000 -3.049 1.756  0.09
27 H -0.885 -1.421 1.525  0.09
28 O -3.617 -2.708 -0.054  -0.28
29 S -4.055 -1.816 0.961  0.63
30 O -4.147 -2.249 2.328  -0.30
31 N -3.110 -0.446 1.040  -0.10
32 C -3.776 0.601 0.689  -0.76
33 S -3.171 2.215 0.557  0.63
34 C -5.303 0.364 0.456  -0.21
35 C -6.352 1.211 0.213  -0.04
36 C -7.635 0.673 0.038  -0.07
37 C -7.855 -0.719 0.036  -0.08
38 C -6.767 -1.543 0.216  -0.05
39 C -5.542 -0.981 0.504  -0.24
40 H -6.133 2.286 0.154  0.11
41 H -8.538 1.348 -0.131  0.12
42 H -8.877 -1.071 -0.139  0.11
43 H -6.787 -2.566 -0.046  0.11

---

Density functional theory data (wB97M-V/def2-TZVPD) for a structure of composition C31H40Cl2FeNP3S3Si.

For the HOMO energy (spin up / spin down), the calculation gives -10.60 / -10.55 eV. The spin multiplicity is 6. The gap between HOMO and LUMO (spin up / spin down) comes out at 8.606 / 6.658 eV. As for the total charge: +1.

Each line ends with the Löwdin charge.
Geometry (Å):
1 Fe -0.147 -0.138 0.437  0.16
2 C -5.573 0.453 2.551  -0.18
3 Si -5.009 2.138 1.954  0.51
4 C -5.709 3.470 3.067  -0.18
5 C -5.531 2.430 0.182  -0.18
6 C -3.116 2.243 2.091  -0.23
7 C -2.486 3.191 2.891  -0.05
8 C -1.099 3.270 2.997  -0.03
9 C -0.339 2.357 2.305  -0.13
10 N -0.922 1.422 1.544  -0.13
11 C -2.262 1.374 1.401  -0.73
12 S -2.726 0.114 0.283  0.64
13 H -6.665 0.414 2.575  0.04
14 H -5.218 0.252 3.565  0.03
15 H -5.223 -0.345 1.894  0.00
16 H -6.801 3.439 3.030  0.04
17 H -5.404 4.470 2.753  0.04
18 H -5.416 3.333 4.109  0.04
19 H -6.620 2.480 0.116  0.04
20 H -5.187 1.632 -0.476  0.01
21 H -5.133 3.375 -0.193  0.04
22 H -3.088 3.899 3.450  0.10
23 H -0.618 4.018 3.611  0.11
24 H 0.741 2.335 2.356  0.03
25 C -1.955 -1.401 3.356  -0.22
26 P -0.938 -1.950 1.957  0.84
27 C 0.302 -3.041 2.709  -0.23
28 C -1.920 -3.082 0.933  -0.39
29 C -2.809 -3.981 1.515  -0.07
30 C -3.504 -4.889 0.733  -0.05
31 C -3.300 -4.918 -0.639  -0.05
32 C -2.415 -4.028 -1.226  -0.08
33 C -1.726 -3.096 -0.453  -0.38
34 P -0.588 -1.913 -1.251  0.81
35 C 0.775 -2.944 -1.871  -0.23
36 C -1.434 -1.354 -2.756  -0.26
37 H -2.108 -2.219 4.062  0.06
38 H -2.914 -1.029 3.002  0.02
39 H -1.422 -0.598 3.868  0.06
40 H -0.183 -3.893 3.188  0.06
41 H 0.875 -2.484 3.452  0.02
42 H 0.994 -3.398 1.947  0.05
43 H -2.967 -3.969 2.587  0.11
44 H -4.201 -5.576 1.194  0.12
45 H -3.834 -5.631 -1.254  0.11
46 H -2.271 -4.063 -2.299  0.10
47 H 0.394 -3.790 -2.444  0.06
48 H 1.363 -3.319 -1.032  0.05
49 H 1.421 -2.341 -2.508  0.02
50 H -1.765 -2.199 -3.359  0.05
51 H -0.728 -0.768 -3.344  0.02
52 H -2.286 -0.727 -2.498  0.03
53 Cl 1.855 0.432 -2.717  0.56
54 C 0.935 1.932 -2.742  -0.93
55 Cl -0.480 1.867 -1.657  0.59
56 H 0.560 2.093 -3.745  0.04
57 H 1.570 2.747 -2.417  0.04
58 S 2.801 1.609 3.874  0.30
59 P 3.250 0.120 2.729  0.16
60 S 2.019 -0.341 1.056  0.33
61 C 4.889 0.250 1.966  -0.40
62 C 5.954 0.337 2.865  -0.09
63 C 7.251 0.454 2.397  -0.07
64 C 7.494 0.495 1.029  -0.07
65 C 6.438 0.418 0.135  -0.07
66 C 5.136 0.292 0.601  -0.11
67 C 3.257 -1.475 3.592  -0.42
68 C 2.684 -1.577 4.854  -0.12
69 C 2.642 -2.807 5.497  -0.08
70 C 3.177 -3.930 4.883  -0.07
71 C 3.764 -3.825 3.626  -0.07
72 C 3.805 -2.601 2.980  -0.10
73 H 5.766 0.322 3.932  0.11
74 H 8.072 0.518 3.098  0.11
75 H 8.507 0.592 0.663  0.11
76 H 6.624 0.455 -0.930  0.11
77 H 4.315 0.233 -0.102  0.05
78 H 2.285 -0.689 5.328  0.07
79 H 2.202 -2.885 6.483  0.11
80 H 3.153 -4.887 5.388  0.11
81 H 4.197 -4.698 3.156  0.11
82 H 4.266 -2.518 2.003  0.11

---

Density functional theory data (wB97M-V/def2-TZVPD) for an isolated molecule of C4H5NOS at a distorted geometry.

For the HOMO energy, the calculation gives -9.55 eV. The spin multiplicity is 1. The gap between HOMO and LUMO comes out at 9.081 eV.

Each line ends with the Löwdin charge.
Geometry (Å):
1 C -1.734 0.889 0.145  -0.17
2 C -1.480 -1.387 -0.080  -0.20
3 C -0.754 -0.096 0.034  -0.28
4 C 0.706 0.172 -0.058  -0.05
5 N -2.733 -1.428 0.071  -0.11
6 O -4.175 0.570 -0.711  -0.51
7 S -3.361 0.178 0.430  0.90
8 H -1.603 1.989 0.272  0.10
9 H -0.955 -2.234 -0.376  0.10
10 H 1.424 -0.447 0.621  0.13
11 H 0.824 1.186 0.184  0.06
12 H 1.159 0.038 -0.967  0.05

---

Density functional theory data (wB97M-V/def2-TZVPD) for a structure of composition C16H47N3O8 at a distorted geometry.

For the HOMO energy, the calculation gives -7.80 eV. The spin multiplicity is 1. The gap between HOMO and LUMO comes out at 7.623 eV.

Each line ends with the Löwdin charge.
Geometry (Å):
1 C 8.530 -7.743 -21.618  -0.03
2 C 8.705 -6.242 -21.385  -0.31
3 C 7.392 -5.525 -20.894  -0.14
4 O 6.334 -5.636 -21.883  -0.18
5 C 6.543 -4.692 -22.947  -0.09
6 N 9.716 -6.102 -20.321  0.14
7 H 8.243 -8.350 -20.759  0.05
8 H 9.442 -8.177 -22.027  0.09
9 H 7.727 -7.761 -22.353  0.09
10 H 9.007 -5.785 -22.327  0.12
11 H 7.537 -4.472 -20.652  0.12
12 H 7.121 -6.025 -19.965  0.11
13 H 7.515 -4.918 -23.387  0.08
14 H 6.404 -3.664 -22.613  0.08
15 H 5.648 -4.686 -23.570  0.09
16 H 10.595 -6.459 -20.666  0.16
17 H 9.927 -5.115 -20.266  0.10
18 C 12.239 -5.652 -14.716  -0.08
19 C 11.122 -4.590 -14.467  -0.34
20 C 9.698 -5.147 -14.713  -0.05
21 O 9.531 -5.203 -16.165  -0.13
22 C 8.265 -5.651 -16.590  -0.11
23 N 11.282 -4.122 -13.064  0.04
24 H 13.135 -5.118 -14.402  0.10
25 H 12.319 -6.050 -15.727  0.01
26 H 12.047 -6.512 -14.073  0.11
27 H 11.287 -3.766 -15.163  0.09
28 H 8.981 -4.544 -14.156  0.13
29 H 9.495 -6.121 -14.268  0.11
30 H 7.386 -5.081 -16.288  0.17
31 H 8.037 -6.642 -16.197  0.06
32 H 8.297 -5.696 -17.679  0.12
33 H 10.591 -3.439 -12.790  0.06
34 H 12.159 -3.683 -12.824  0.07
35 C 13.684 -6.667 -16.664  -0.13
36 C 13.004 -7.861 -17.148  -0.39
37 C 11.468 -7.900 -16.971  -0.14
38 O 11.059 -7.746 -15.593  -0.14
39 C 9.685 -7.837 -15.511  -0.14
40 N 13.475 -8.050 -18.511  0.07
41 H 14.765 -6.612 -16.791  0.10
42 H 13.524 -6.538 -15.594  0.04
43 H 13.264 -5.754 -17.086  0.08
44 H 13.461 -8.599 -16.488  0.14
45 H 11.273 -8.947 -17.206  0.14
46 H 10.918 -7.225 -17.626  0.02
47 H 9.623 -7.869 -14.423  0.12
48 H 9.279 -8.801 -15.820  0.10
49 H 9.055 -7.108 -16.021  0.03
50 H 14.153 -7.343 -18.756  0.06
51 H 12.648 -7.882 -19.066  0.06
52 O 9.941 -6.943 -18.529  -0.03
53 H 9.691 -6.494 -19.336  -0.24
54 H 10.347 -6.263 -17.991  -0.27
55 C 7.750 -8.286 -18.620  -0.15
56 C 7.044 -7.267 -17.675  -0.21
57 O 7.045 -7.937 -16.398  -0.08
58 O 9.066 -8.664 -18.091  -0.10
59 H 7.770 -7.896 -19.638  0.04
60 H 7.142 -9.186 -18.712  0.13
61 H 6.007 -6.990 -17.868  0.14
62 H 7.612 -6.358 -17.481  -0.07
63 H 7.852 -8.456 -16.372  0.04
64 H 9.740 -7.999 -18.253  -0.18
65 C 11.022 -3.303 -17.445  -0.18
66 C 11.328 -4.629 -18.268  -0.04
67 O 10.977 -5.751 -17.418  -0.03
68 O 9.644 -3.047 -17.170  -0.03
69 H 11.447 -2.467 -17.999  0.12
70 H 11.675 -3.344 -16.573  0.10
71 H 12.373 -4.489 -18.548  0.13
72 H 10.733 -4.676 -19.180  0.10
73 H 10.502 -5.429 -16.648  -0.14
74 H 9.182 -3.203 -17.997  0.09

---

Density functional theory data (wB97M-V/def2-TZVPD) for a structure of composition C19H23AsNO4RuS at a distorted geometry.

For the HOMO energy (spin up / spin down), the calculation gives -7.47 / -7.48 eV. The spin multiplicity is 2. The gap between HOMO and LUMO (spin up / spin down) comes out at 6.146 / 6.481 eV.

Each line ends with the Löwdin charge.
Geometry (Å):
1 Ru 0.547 -0.463 0.834  0.92
2 O 2.689 -0.327 -0.501  -0.06
3 C 2.672 0.470 0.459  -0.72
4 O 2.540 0.098 1.684  -0.10
5 C 2.679 1.931 0.164  -0.18
6 C 3.797 2.741 0.284  -0.02
7 C 3.708 4.088 -0.032  -0.09
8 C 2.500 4.613 -0.472  -0.09
9 C 1.375 3.806 -0.570  -0.12
10 C 1.457 2.456 -0.241  -0.57
11 S -0.013 1.461 -0.325  0.69
12 H 4.732 2.315 0.625  0.12
13 H 4.576 4.727 0.067  0.10
14 H 2.428 5.660 -0.737  0.10
15 H 0.429 4.218 -0.900  0.10
16 O -3.392 -0.716 1.950  0.09
17 C -2.184 -0.630 1.908  -0.58
18 O -1.445 -0.901 0.872  -0.29
19 C -1.418 -0.210 3.134  -0.19
20 C -2.038 0.138 4.319  0.02
21 C -1.240 0.510 5.387  -0.03
22 C 0.142 0.509 5.235  -0.04
23 C 0.682 0.144 4.016  -0.09
24 N -0.099 -0.210 2.991  0.03
25 H -3.118 0.112 4.363  0.13
26 H -1.687 0.809 6.327  0.11
27 H 0.795 0.789 6.049  0.11
28 H 1.748 0.133 3.834  0.10
29 C -0.923 -3.930 1.323  -0.16
30 C -0.044 -4.040 0.077  -0.38
31 As 0.425 -2.325 -0.717  1.22
32 C -0.868 -2.012 -2.136  -0.38
33 C -2.324 -2.321 -1.792  -0.15
34 C 1.997 -2.783 -1.752  -0.41
35 C 1.860 -4.088 -2.533  -0.16
36 H -1.093 -4.915 1.759  0.07
37 H -1.888 -3.480 1.096  0.06
38 H -0.445 -3.303 2.077  0.06
39 H -0.514 -4.652 -0.693  0.08
40 H 0.911 -4.496 0.344  0.07
41 H -0.543 -2.589 -3.002  0.06
42 H -0.753 -0.956 -2.386  0.06
43 H -2.461 -3.376 -1.545  0.06
44 H -2.962 -2.090 -2.645  0.07
45 H -2.658 -1.730 -0.943  0.05
46 H 2.834 -2.822 -1.056  0.07
47 H 2.188 -1.933 -2.405  0.07
48 H 1.899 -4.955 -1.874  0.06
49 H 2.675 -4.177 -3.252  0.07
50 H 0.923 -4.141 -3.090  0.06

---

Density functional theory data (wB97M-V/def2-TZVPD) for a structure of composition C2H4O2Pt at a distorted geometry.

For the HOMO energy (spin up / spin down), the calculation gives -12.43 / -14.86 eV. The spin multiplicity is 4. The gap between HOMO and LUMO (spin up / spin down) comes out at 8.184 / 7.076 eV. As for the total charge: +1.

Each line ends with the Löwdin charge.
Geometry (Å):
1 O -0.076 1.232 0.079  -0.22
2 H -0.188 2.192 0.121  0.15
3 O 0.342 -1.217 0.012  -0.33
4 Pt 1.649 0.139 -0.076  1.12
5 H 0.453 -2.173 0.010  0.14
6 C -1.014 -0.831 -0.096  -0.22
7 C -1.234 0.587 -0.009  -0.03
8 H -1.557 -1.269 -0.945  0.16
9 H -1.698 -0.729 0.926  0.22

---

Density functional theory data (wB97M-V/def2-TZVPD) for an isolated molecule of C4H2N2O at a distorted geometry.

For the HOMO energy, the calculation gives -10.20 eV. The spin multiplicity is 1. Its SMILES is C#Cc1conn1. The gap between HOMO and LUMO comes out at 10.583 eV.

Each line ends with the Löwdin charge.
Geometry (Å):
1 C -2.594 -0.261 -0.017  0.06
2 C -1.360 -0.189 -0.063  -0.06
3 C 0.184 -0.107 -0.277  -0.25
4 C 1.111 0.794 -0.199  -0.15
5 O 2.372 0.330 0.053  -0.02
6 N 2.113 -1.074 0.006  0.03
7 N 0.932 -1.312 -0.085  0.06
8 H -3.754 -0.154 0.328  0.10
9 H 0.996 1.972 0.254  0.21

---

Density functional theory data (wB97M-V/def2-TZVPD) for a structure of composition C8H22IMgN2O2 at a distorted geometry.

For the HOMO energy, the calculation gives -11.45 eV. The spin multiplicity is 1. The gap between HOMO and LUMO comes out at 3.831 eV. As for the total charge: +1.

Each line ends with the Löwdin charge.
Geometry (Å):
1 Mg -1.351 1.509 5.837  0.83
2 I -0.232 2.037 3.643  0.29
3 C 1.349 -3.339 1.440  -0.05
4 C 0.424 -2.172 1.796  -0.45
5 C -1.024 -2.373 1.389  -0.23
6 O -1.148 -2.559 0.012  -0.18
7 C -2.469 -2.640 -0.440  -0.11
8 N 0.513 -1.871 3.238  0.03
9 H 2.388 -3.129 1.683  0.08
10 H 1.254 -3.533 0.372  0.08
11 H 0.995 -4.202 2.011  0.09
12 H 0.818 -1.323 1.214  0.13
13 H -1.605 -1.507 1.734  0.12
14 H -1.362 -3.285 1.903  0.13
15 H -3.049 -1.756 -0.140  0.09
16 H -3.014 -3.514 -0.063  0.09
17 H -2.454 -2.686 -1.527  0.09
18 H 1.464 -2.060 3.533  0.07
19 H 0.409 -0.864 3.360  -0.04
20 C 1.625 3.362 -1.201  -0.05
21 C 0.270 2.710 -1.295  -0.45
22 C 0.333 1.215 -1.560  -0.22
23 O 0.857 0.883 -2.816  -0.17
24 C 0.276 1.494 -3.939  -0.11
25 N -0.620 3.032 -0.168  0.03
26 H 2.180 3.349 -2.143  0.08
27 H 2.270 2.823 -0.500  0.08
28 H 1.505 4.412 -0.927  0.08
29 H -0.301 3.115 -2.138  0.13
30 H -0.675 0.791 -1.436  0.12
31 H 0.892 0.650 -0.808  0.12
32 H 0.672 0.985 -4.817  0.09
33 H 0.484 2.560 -4.041  0.08
34 H -0.807 1.321 -3.970  0.10
35 H -0.325 2.553 0.689  -0.02
36 H -0.540 4.014 0.076  0.07

---

| no. | electronic energy (Eh) |
| --- | --- |
| 1 | -4065.50130 |
| 2 | -5952.19049 |
| 3 | -683.51605 |
| 4 | -1403.04565 |
| 5 | -3822.37938 |
| 6 | -347.79904 |
| 7 | -338.17083 |
| 8 | -1075.47370 |